DFT (ωB97M-V/def2-TZVPD) results for a 17-piece molecular cluster, C34H90F12N2O23S4 overall at a distorted geometry.

Properties
spin multiplicity: 2
HOMO energy (alpha / beta): 3.3446 / -3.1961 eV
lowest unoccupied orbital energy (alpha / beta): 4.84 / 4.78 eV
frontier orbital gap (alpha / beta): 0.055 / 0.293 hartree
net charge: -3

Positions of all 165 atoms, in Å:
C1 -2.69948 -7.21347 -15.24184
F1 -2.44922 -5.93215 -15.06019
F2 -2.73270 -7.74854 -14.02013
F3 -3.83439 -7.35793 -15.96278
S1 -1.30380 -8.07441 -16.22648
O1 -0.16218 -8.25276 -15.33413
O2 -1.89872 -9.33317 -16.70564
N1 -1.24840 -7.06565 -17.65012
S2 0.02622 -6.30060 -17.37321
O3 0.07115 -5.54071 -16.12925
O4 1.23477 -7.04177 -17.67586
C2 -0.21857 -4.81639 -18.66615
F4 0.84733 -4.06100 -18.61150
F5 -0.43689 -5.28334 -19.89392
F6 -1.24685 -4.07242 -18.24235
C3 -2.57758 -3.69379 -22.52866
F7 -2.17236 -3.67664 -21.28142
F8 -3.82017 -3.14650 -22.65661
F9 -1.68015 -3.05610 -23.32907
S3 -2.71593 -5.58718 -23.14060
O5 -2.73396 -5.54677 -24.61213
O6 -1.54887 -6.26617 -22.66561
N2 -4.07358 -6.21234 -22.20356
S4 -5.11972 -6.40925 -23.29025
O7 -5.67692 -5.18432 -23.87364
O8 -4.74523 -7.47214 -24.26089
C4 -6.60508 -7.18861 -22.27166
F10 -7.54285 -7.55181 -23.08901
F11 -6.18993 -8.22211 -21.50235
F12 -7.09513 -6.31714 -21.38665
C5 -1.38311 -3.09031 -26.59621
C6 -1.45593 -4.03296 -27.79606
O9 -0.30569 -3.67941 -28.60592
H1 -2.17596 -3.33562 -25.88960
H2 -1.46009 -2.03644 -26.86367
H3 -0.49437 -3.20154 -25.97504
H4 -2.36228 -3.80331 -28.35632
H5 -1.53538 -5.08141 -27.50878
H6 -0.51091 -3.91224 -29.51437
C7 -4.73748 -6.10721 -27.51990
C8 -3.89007 -7.29406 -27.48433
O10 -3.59535 -7.74255 -28.83507
H7 -4.21936 -5.27677 -27.99949
H8 -4.93235 -5.85423 -26.47772
H9 -5.67099 -6.31351 -28.04343
H10 -4.31735 -8.13959 -26.94523
H11 -2.99283 -6.90264 -27.00491
H12 -3.06834 -8.53913 -28.73837
C9 -2.45605 -9.72627 -23.48326
C10 -3.10825 -10.68461 -22.43350
O11 -4.12110 -10.04632 -21.72380
H13 -1.66190 -10.24673 -24.01854
H14 -1.91084 -8.90502 -23.01809
H15 -3.22159 -9.40197 -24.18815
H16 -2.40353 -11.05732 -21.69014
H17 -3.51651 -11.56401 -22.93156
H18 -4.88986 -10.62128 -21.72906
C11 -10.55085 -5.80571 -21.51991
C12 -10.41481 -7.26785 -22.10544
O12 -11.60356 -7.91189 -21.72685
H19 -11.37229 -5.21901 -21.93117
H20 -9.60616 -5.31708 -21.75845
H21 -10.62439 -5.91789 -20.43821
H22 -9.64975 -7.94893 -21.73274
H23 -10.42588 -7.22450 -23.19452
H24 -11.51083 -8.05985 -20.78286
C13 -1.45009 -0.48014 -20.11909
C14 -2.91063 -0.53106 -19.82183
O13 -3.48996 0.75914 -19.94308
H25 -0.99024 -1.45683 -19.96835
H26 -0.95000 0.25341 -19.48671
H27 -1.34174 -0.25699 -21.18049
H28 -3.10224 -0.98625 -18.85014
H29 -3.40504 -1.22602 -20.50058
H30 -3.73829 0.85832 -20.86509
C15 1.92629 -8.59770 -20.73832
C16 0.68542 -8.04644 -21.38264
O14 -0.42061 -8.88355 -21.13271
H31 2.79746 -8.13304 -21.20012
H32 2.05331 -9.67736 -20.81771
H33 2.04057 -8.55462 -19.65519
H34 0.78632 -7.92236 -22.46085
H35 0.51781 -7.08035 -20.90654
H36 -0.19083 -9.73464 -21.51278
C17 -3.56990 0.94112 -24.88622
C18 -3.29154 -0.01535 -23.70554
O15 -4.04247 0.32192 -22.55123
H37 -2.91479 0.61961 -25.69589
H38 -3.52327 2.00872 -24.67142
H39 -4.57000 0.70065 -25.24689
H40 -2.26223 0.08048 -23.35993
H41 -3.53057 -1.06758 -23.85969
H42 -4.90427 -0.07279 -22.70325
C19 -7.92562 -8.36271 -18.74781
C20 -6.71620 -7.74395 -18.04082
O16 -5.61468 -8.57453 -18.26147
H43 -8.80478 -7.74201 -18.57483
H44 -8.15394 -9.28739 -18.21778
H45 -7.78947 -8.55014 -19.81291
H46 -6.76934 -7.56416 -16.96705
H47 -6.43070 -6.80179 -18.50870
H48 -5.76730 -9.42820 -17.84970
C21 -8.08078 -10.71111 -22.08344
C22 -7.15389 -11.43873 -21.14489
O17 -6.04770 -11.90936 -21.85755
H49 -8.61960 -11.38825 -22.74620
H50 -7.47070 -10.00194 -22.64289
H51 -8.78020 -10.12918 -21.48322
H52 -7.65082 -12.25188 -20.61579
H53 -6.84089 -10.79904 -20.31971
H54 -6.30271 -12.34855 -22.67222
C23 -7.27079 -2.98196 -22.18074
C24 -7.27538 -1.45292 -22.21649
O18 -6.40485 -0.92621 -23.18066
H55 -7.96264 -3.33675 -21.41683
H56 -6.27369 -3.35250 -21.94281
H57 -7.59759 -3.51113 -23.07587
H58 -6.95557 -1.06541 -21.24919
H59 -8.22029 -0.96234 -22.45014
H60 -6.52838 -1.40831 -24.00158
C25 -0.46091 -7.59840 -25.62794
C26 0.21216 -7.99834 -26.97010
O19 0.18569 -9.43025 -27.06929
H61 -0.49524 -6.50894 -25.63047
H62 0.08231 -8.00439 -24.77460
H63 -1.50263 -7.91415 -25.68483
H64 1.25146 -7.70690 -26.81837
H65 -0.27769 -7.58949 -27.85383
H66 0.66130 -9.74818 -26.29837
C27 -7.97965 -8.34379 -26.52163
C28 -8.91816 -7.85778 -27.59441
O20 -8.62511 -8.70101 -28.67101
H67 -6.99304 -8.06234 -26.88974
H68 -8.00422 -9.41325 -26.31250
H69 -8.13918 -7.85868 -25.55867
H70 -8.73002 -6.81410 -27.84629
H71 -9.92622 -7.96695 -27.19440
H72 -7.87070 -8.31111 -29.11871
C29 -4.84320 -3.71669 -18.00822
C30 -5.28018 -4.15833 -19.36737
O21 -4.40009 -5.27102 -19.73135
H73 -5.53014 -2.97726 -17.59659
H74 -3.86798 -3.23745 -18.09411
H75 -4.77974 -4.48535 -17.23800
H76 -5.23711 -3.26213 -19.98629
H77 -6.32781 -4.45902 -19.35485
H78 -4.45376 -5.41191 -20.67944
C31 1.83100 -1.06147 -25.14137
C32 0.55179 -0.37263 -24.63127
O22 0.76428 0.99571 -24.29875
H79 1.76305 -2.12643 -25.36352
H80 2.65703 -0.93911 -24.44080
H81 2.29166 -0.61335 -26.02175
H82 0.25977 -0.86982 -23.70628
H83 -0.25678 -0.58237 -25.33150
H84 1.53199 1.06650 -23.72671
C33 -4.74448 -2.49599 -26.37131
C34 -6.21858 -2.27649 -26.66060
O23 -6.92963 -1.60102 -25.65132
H85 -4.64608 -3.20083 -25.54571
H86 -4.33719 -1.51859 -26.11266
H87 -4.20244 -2.90711 -27.22294
H88 -6.69430 -3.23859 -26.85074
H89 -6.30121 -1.66353 -27.55813
H90 -7.59093 -1.06704 -26.09757


DFT (ωB97M-V/def2-TZVPD) results for a 2-piece molecular cluster, CH2INO3 overall at a distorted geometry.

Properties
HOMO energy (alpha / beta): -9.7079 / -9.6956 eV
lowest unoccupied orbital energy (alpha / beta): -2.45 / -2.45 eV
frontier orbital gap (alpha / beta): 0.267 / 0.266 hartree
energy relative to the best compared isomer or geometry (same formula, charge and spin): 54.5 kcal per mole

Positions of all 8 atoms, in Å:
C1 1.18443 -0.80086 -0.38859
N1 -1.45223 0.76165 0.29133
O1 -1.92693 -0.33313 0.15642
O2 -1.95674 1.70859 0.78023
O3 -0.20826 1.00629 -0.15431
I1 3.03552 -0.50302 0.37475
H1 0.46970 -1.13272 0.34939
H2 0.85453 -0.70679 -1.40923


DFT (ωB97M-V/def2-TZVPD) results for C2HBr4F as an isolated structure.

Properties
HOMO energy: -9.4933 eV
lowest unoccupied orbital energy: 0.35 eV
frontier orbital gap: 0.362 hartree
energy relative to the best compared isomer or geometry (same formula, charge and spin): 1.1 kcal per mole

Positions of all 8 atoms, in Å:
C1 0.70298 -0.68584 0.65768
C2 0.82685 0.48298 0.02109
F1 0.34576 -0.74690 1.93777
Br1 1.02320 -2.36151 -0.12809
Br2 0.47629 2.12234 0.88799
Br3 1.32416 0.56401 -1.78400
Br4 -2.54048 0.83341 -1.22913
H1 -2.15876 -0.20848 -0.36330


DFT (ωB97M-V/def2-TZVPD) results for C3H5ClN2 as an isolated structure at a distorted geometry.

Properties
HOMO energy (alpha / beta): -7.0448 / -7.0446 eV
lowest unoccupied orbital energy (alpha / beta): 0.49 / 0.48 eV
frontier orbital gap (alpha / beta): 0.277 / 0.277 hartree
energy relative to the best compared isomer or geometry (same formula, charge and spin): 83.8 kcal per mole

Positions of all 11 atoms, in Å:
C1 -0.76621 -0.57717 -1.51675
C2 0.11056 0.85245 -0.46426
C3 0.23640 -0.24539 1.55962
N1 -1.18211 -1.46203 -0.89517
N2 0.78446 0.29778 0.53179
Cl1 0.89297 -1.34342 2.61720
H1 -0.87625 0.05453 -2.30253
H2 0.72645 1.42977 -1.19449
H3 -0.86607 1.15509 -0.34957
H4 -0.81461 -0.10151 1.73121
H5 1.75443 -0.06011 0.28293


DFT (ωB97M-V/def2-TZVPD) results for C43H53BF4LaN6SeSi2 as an isolated structure at a distorted geometry.

Properties
HOMO energy: -3.4555 eV
lowest unoccupied orbital energy: 0.79 eV
frontier orbital gap: 0.156 hartree
net charge: -1

Positions of all 111 atoms, in Å:
La1 -0.20125 0.60710 -1.31158
C1 -2.37922 3.07308 3.58413
C2 -1.45589 1.93293 3.96309
C3 -0.09046 2.18277 4.12841
C4 0.44096 3.59312 4.02904
C5 0.79528 1.12735 4.36525
C6 2.28211 1.39784 4.42608
C7 0.30435 -0.17535 4.50134
C8 1.24812 -1.31509 4.81981
C9 -1.06395 -0.42443 4.35364
C10 -1.59086 -1.83980 4.44030
C11 -1.94842 0.63216 4.11129
C12 -3.43490 0.35100 4.04226
H1 -2.71552 3.63842 4.45896
H2 -3.26691 2.71657 3.06291
H3 -1.87677 3.76938 2.91354
H4 0.75740 3.81587 3.00389
H5 1.30304 3.73467 4.67798
H6 -0.30882 4.32720 4.32004
H7 2.60765 1.64891 5.44234
H8 2.55672 2.21942 3.76728
H9 2.85525 0.53905 4.08724
H10 1.58899 -1.82162 3.91068
H11 0.76697 -2.05948 5.45332
H12 2.13025 -0.96124 5.34844
H13 -1.88130 -2.10195 5.46408
H14 -0.84385 -2.56008 4.11282
H15 -2.46301 -1.97619 3.80253
H16 -3.74248 0.01165 3.04823
H17 -4.02355 1.23169 4.29436
H18 -3.71514 -0.43024 4.74893
C13 1.87230 1.74317 -5.42924
Si1 2.18790 2.04087 -3.59502
C14 3.95421 2.70530 -3.44130
C15 1.08376 3.47173 -3.05508
N1 1.80906 0.66880 -2.64370
C16 2.61875 -0.46967 -2.57516
C17 3.78983 -0.61094 -3.33304
C18 4.62990 -1.71777 -3.25472
C19 4.30153 -2.75081 -2.39864
C20 3.13196 -2.65510 -1.64993
C21 2.26253 -1.55586 -1.70834
N2 1.08126 -1.49966 -0.96476
Si2 0.51252 -2.76949 0.00431
C22 1.67304 -3.44712 1.34345
C23 -0.05975 -4.28104 -0.98134
C24 -1.00723 -2.15964 0.94202
H19 2.04463 2.65200 -6.01620
H20 0.83412 1.43247 -5.58210
H21 2.52412 0.95637 -5.81955
H22 3.94818 3.79722 -3.50717
H23 4.61604 2.32708 -4.22528
H24 4.38567 2.42167 -2.47795
H25 1.60421 4.41181 -3.25363
H26 0.85736 3.45776 -1.98322
H27 0.13949 3.50055 -3.59929
H28 4.05708 0.19537 -4.00733
H29 5.53049 -1.76272 -3.85689
H30 4.94009 -3.62241 -2.30821
H31 2.87673 -3.46768 -0.97553
H32 2.16709 -4.36776 1.02019
H33 1.10806 -3.67566 2.25316
H34 2.45541 -2.72574 1.59687
H35 0.70106 -4.57698 -1.70966
H36 -0.98453 -4.06835 -1.52898
H37 -0.25011 -5.13466 -0.32184
H38 -0.83413 -1.20360 1.45403
H39 -1.27571 -2.89633 1.70507
H40 -1.87238 -2.05460 0.28437
Se1 -7.49745 -2.87319 -3.08296
N3 -5.84692 -3.14556 -3.69304
C25 -5.05988 -2.36856 -3.00289
C26 -3.61744 -2.28809 -3.20877
C27 -2.96535 -3.03715 -4.18918
C28 -1.60783 -2.89792 -4.34728
C29 -0.93114 -2.00081 -3.52470
N4 -1.54034 -1.30115 -2.58161
C30 -2.86213 -1.43232 -2.40813
C31 -3.50441 -0.62506 -1.34580
N5 -2.72018 0.14633 -0.57716
C32 -3.27259 0.90714 0.35220
C33 -4.64448 0.96104 0.57301
C34 -5.45694 0.16154 -0.19245
C35 -4.88448 -0.66181 -1.16210
C36 -5.69147 -1.55020 -1.99235
N6 -6.98378 -1.67329 -1.87201
H41 -3.54795 -3.70982 -4.80513
H42 -1.06285 -3.46150 -5.09091
H43 0.14188 -1.85560 -3.61670
H44 -2.59362 1.50846 0.95078
H45 -5.04716 1.61885 1.33048
H46 -6.53193 0.15168 -0.06661
F1 -1.65321 2.75416 -1.53213
B1 -2.26154 2.50046 -2.81922
F2 -2.28700 3.63200 -3.58861
F3 -3.52727 1.95331 -2.63466
F4 -1.39493 1.49301 -3.39626
C37 0.70196 1.75228 0.75350
C38 2.14731 1.46028 0.78299
C39 3.10908 2.34513 0.27311
C40 4.46142 2.03567 0.27911
C41 4.91387 0.82600 0.79035
C42 3.97861 -0.06620 1.30504
C43 2.63110 0.25031 1.31042
H47 0.50771 2.83090 0.71357
H48 0.21239 1.33567 1.64242
H49 2.78241 3.29203 -0.14861
H50 5.17274 2.74596 -0.12898
H51 5.96699 0.57496 0.77285
H52 4.30634 -1.02329 1.69874
H53 1.91113 -0.45900 1.70873


> What is the formula in the third record?

C2HBr4F